Model w:
Below is a molecular structure, C2H8N4, with properties calculated with ωB97M-V/def2-TZVPD.

Calculated values
HOMO-LUMO gap	8.24	eV
total charge	0

Each line ends with the natural charge from an NBO analysis.
Atoms and positions in Å:
1 C -1.13 -0.50 -1.10  0.031
2 C 0.53 0.31 -0.04  0.674
3 N 1.00 1.53 0.51  -0.852
4 N 1.39 -0.75 0.29  -0.851
5 N -1.12 -0.22 0.59  -0.788
6 N -0.07 0.36 -1.29  -0.775
7 H 1.67 -0.81 1.26  0.369
8 H 2.01 1.57 0.49  0.383
9 H 0.63 2.31 -0.02  0.390
10 H 1.04 -1.64 -0.04  0.373
11 H -1.31 -0.96 1.27  0.369
12 H -1.64 0.63 0.81  0.383
13 H -2.05 -0.23 -1.63  0.183
14 H -0.95 -1.59 -1.08  0.111

---

Model x:
Below is a single C2H8N4 molecule, with properties calculated with ωB97M-V/def2-TZVPD.

Calculated values
HOMO-LUMO gap	9.62	eV
SMILES	[H]/N=C(\C)N(N)N
total charge	0

Each line ends with the natural charge from an NBO analysis.
Atoms and positions in Å:
1 C -1.38 -0.87 0.05  -0.679
2 N -0.91 1.58 -0.07  -0.755
3 C -0.52 0.37 0.01  0.426
4 N 1.71 1.25 -0.05  -0.633
5 N 1.45 -1.07 -0.01  -0.633
6 N 0.83 0.17 0.09  -0.150
7 H -1.92 1.69 -0.10  0.342
8 H 1.39 1.84 -0.82  0.360
9 H 1.67 1.82 0.79  0.354
10 H 1.26 -1.66 0.80  0.351
11 H 1.22 -1.57 -0.86  0.344
12 H -1.17 -1.45 0.95  0.224
13 H -1.19 -1.49 -0.82  0.223
14 H -2.43 -0.59 0.06  0.226

---

Most stable pick: model x. Distance to second place: 18.0 kcal/mol.

---

Model w:
Below is a molecular structure, C39H32KN7O3S5, with properties calculated with ωB97M-V/def2-TZVPD.

Calculated values
HOMO-LUMO gap	3.03	eV
total charge	-2

Each line ends with the Löwdin charge.
Atoms and positions in Å:
1 K -1.97 2.58 1.03  0.606
2 C 0.24 3.16 5.44  -0.050
3 C -0.19 3.16 4.00  -0.298
4 N -1.10 2.41 3.51  -0.020
5 N -1.74 1.52 4.32  0.040
6 C -2.59 0.77 3.63  -0.466
7 O -2.82 0.78 2.40  -0.186
8 C -3.35 -0.23 4.49  -0.126
9 C -3.12 -0.36 5.85  -0.042
10 C -3.82 -1.29 6.60  -0.107
11 C -4.77 -2.11 5.99  -0.122
12 C -5.01 -1.97 4.63  -0.095
13 C -4.31 -1.04 3.88  -0.022
14 C 0.49 4.08 3.03  -0.230
15 C 1.42 5.03 3.44  -0.039
16 C 2.02 5.84 2.49  -0.089
17 C 1.68 5.69 1.16  -0.059
18 C 0.73 4.72 0.83  -0.137
19 N 0.16 3.94 1.74  0.047
20 H -0.33 2.39 5.97  0.048
21 H 0.05 4.13 5.91  0.076
22 H 1.31 2.95 5.53  0.073
23 H -2.38 0.28 6.31  0.095
24 H -3.64 -1.39 7.66  0.088
25 H -5.32 -2.84 6.57  0.087
26 H -5.76 -2.60 4.15  0.094
27 H -4.50 -0.91 2.83  0.099
28 H 1.67 5.14 4.49  0.091
29 H 2.75 6.59 2.79  0.093
30 H 2.11 6.31 0.38  0.098
31 H 0.38 4.59 -0.19  0.014
32 C 7.19 -7.41 -5.13  -0.094
33 O 6.11 -6.78 -5.79  -0.089
34 C 5.37 -5.89 -5.08  -0.289
35 C 4.37 -5.22 -5.78  -0.007
36 C 3.57 -4.30 -5.14  -0.027
37 C 3.74 -4.01 -3.78  -0.153
38 C 4.74 -4.68 -3.09  -0.017
39 C 5.55 -5.62 -3.73  -0.016
40 C 2.91 -3.03 -3.06  -0.285
41 N 3.03 -2.74 -1.79  0.183
42 C 2.07 -1.78 -1.55  -0.170
43 C 1.37 -1.50 -2.69  -0.131
44 N 1.91 -2.31 -3.66  0.174
45 C 0.30 -0.54 -2.76  -0.088
46 C -0.43 -0.23 -3.91  -0.022
47 C -1.43 0.70 -3.84  -0.040
48 C -1.69 1.32 -2.60  -0.157
49 N -1.00 1.04 -1.51  0.129
50 C -0.02 0.13 -1.57  -0.144
51 C 0.74 -0.14 -0.33  -0.145
52 N 0.40 0.56 0.76  0.137
53 C 1.05 0.34 1.88  -0.105
54 C 2.09 -0.60 1.99  -0.050
55 C 2.45 -1.32 0.88  -0.017
56 C 1.77 -1.10 -0.32  -0.088
57 H 7.69 -8.02 -5.87  0.088
58 H 6.85 -8.04 -4.31  0.092
59 H 7.90 -6.67 -4.74  0.093
60 H 4.24 -5.44 -6.83  0.117
61 H 2.81 -3.79 -5.71  0.104
62 H 4.87 -4.46 -2.04  0.113
63 H 6.32 -6.12 -3.15  0.099
64 H 1.65 -2.33 -4.63  0.141
65 H -0.21 -0.73 -4.85  0.102
66 H -2.01 0.98 -4.71  0.107
67 H -2.45 2.09 -2.52  0.080
68 H 0.74 0.93 2.74  0.096
69 H 2.59 -0.75 2.94  0.098
70 H 3.24 -2.06 0.91  0.108
71 S -5.81 7.64 -4.13  0.298
72 C -4.70 6.87 -3.11  -1.581
73 S -4.80 6.83 -1.41  0.827
74 C -3.36 5.91 -1.02  -1.238
75 C -2.65 5.50 -2.12  -1.208
76 S -1.17 4.58 -2.20  0.383
77 S -3.33 6.01 -3.65  0.813
78 S -3.03 5.65 0.66  0.302
79 C -2.64 -1.70 0.30  -0.080
80 C -3.81 -1.10 -0.45  -0.320
81 O -4.45 -0.06 0.26  -0.090
82 H -2.19 -2.52 -0.27  0.073
83 H -2.96 -2.10 1.27  0.069
84 H -1.88 -0.95 0.50  0.052
85 H -4.56 -1.87 -0.66  0.101
86 H -3.46 -0.71 -1.42  0.091
87 H -3.86 0.22 0.99  0.016

---

Model x:
Below is a molecular structure, C39H32KN7O3S5, with properties calculated with ωB97M-V/def2-TZVPD.

Calculated values
HOMO-LUMO gap	3.26	eV
total charge	-2

Each line ends with the Löwdin charge.
Atoms and positions in Å:
1 K -0.07 -0.80 2.88  0.564
2 C -3.75 -2.03 5.39  -0.041
3 C -2.97 -2.20 4.11  -0.284
4 N -2.67 -1.21 3.36  0.006
5 N -3.22 0.01 3.67  0.019
6 C -2.40 1.05 3.70  -0.551
7 O -1.14 1.09 3.71  -0.182
8 C -3.13 2.38 3.77  -0.141
9 C -4.47 2.47 4.14  -0.046
10 C -5.11 3.71 4.17  -0.111
11 C -4.41 4.86 3.83  -0.128
12 C -3.07 4.77 3.46  -0.102
13 C -2.44 3.54 3.44  -0.031
14 C -2.52 -3.56 3.68  -0.213
15 C -2.74 -4.66 4.51  -0.028
16 C -2.27 -5.91 4.13  -0.077
17 C -1.60 -6.03 2.94  -0.077
18 C -1.45 -4.89 2.16  -0.185
19 N -1.90 -3.69 2.50  0.104
20 H -3.70 -0.99 5.70  0.063
21 H -3.35 -2.66 6.18  0.063
22 H -4.81 -2.28 5.25  0.082
23 H -5.00 1.56 4.38  0.097
24 H -6.15 3.77 4.47  0.087
25 H -4.91 5.83 3.86  0.084
26 H -2.52 5.67 3.19  0.090
27 H -1.39 3.44 3.18  0.113
28 H -3.25 -4.54 5.45  0.090
29 H -2.41 -6.76 4.78  0.099
30 H -1.18 -6.97 2.61  0.100
31 H -0.92 -4.95 1.22  0.079
32 C 2.32 5.37 -10.07  -0.094
33 O 3.22 4.51 -9.40  -0.091
34 C 2.82 3.99 -8.20  -0.288
35 C 3.73 3.16 -7.55  -0.006
36 C 3.39 2.59 -6.34  -0.028
37 C 2.16 2.83 -5.74  -0.153
38 C 1.26 3.65 -6.40  -0.018
39 C 1.58 4.24 -7.62  -0.016
40 C 1.77 2.24 -4.44  -0.288
41 N 0.62 2.41 -3.86  0.184
42 C 0.70 1.69 -2.68  -0.166
43 C 1.91 1.07 -2.58  -0.131
44 N 2.60 1.43 -3.71  0.173
45 C 2.31 0.26 -1.46  -0.089
46 C 3.55 -0.37 -1.31  -0.022
47 C 3.82 -1.08 -0.17  -0.030
48 C 2.83 -1.14 0.83  -0.103
49 N 1.66 -0.56 0.68  0.105
50 C 1.37 0.13 -0.43  -0.134
51 C 0.03 0.74 -0.54  -0.131
52 N -0.85 0.49 0.45  0.115
53 C -2.05 1.02 0.37  -0.100
54 C -2.46 1.85 -0.69  -0.043
55 C -1.58 2.10 -1.70  -0.018
56 C -0.30 1.53 -1.65  -0.088
57 H 2.82 5.68 -10.99  0.087
58 H 2.09 6.25 -9.47  0.093
59 H 1.40 4.85 -10.33  0.092
60 H 4.69 2.97 -8.02  0.116
61 H 4.12 1.95 -5.86  0.104
62 H 0.30 3.84 -5.93  0.113
63 H 0.85 4.88 -8.10  0.098
64 H 3.53 1.14 -3.96  0.140
65 H 4.30 -0.29 -2.10  0.102
66 H 4.76 -1.58 -0.02  0.108
67 H 2.99 -1.67 1.77  0.072
68 H -2.74 0.77 1.17  0.104
69 H -3.45 2.27 -0.68  0.100
70 H -1.84 2.72 -2.55  0.107
71 S 6.78 -5.17 4.85  0.293
72 C 5.35 -4.28 4.61  -1.577
73 S 3.92 -4.92 3.95  0.830
74 C 2.91 -3.49 3.94  -1.211
75 C 3.51 -2.36 4.40  -1.244
76 S 2.88 -0.75 4.56  0.311
77 S 5.18 -2.62 4.90  0.826
78 S 1.27 -3.69 3.33  0.408
79 C 0.68 -3.82 -0.42  -0.100
80 C -0.56 -3.19 -1.05  -0.318
81 O -1.36 -2.42 -0.17  -0.100
82 H 1.55 -3.72 -1.08  0.067
83 H 0.55 -4.88 -0.21  0.055
84 H 0.93 -3.34 0.53  0.018
85 H -1.18 -3.97 -1.53  0.096
86 H -0.27 -2.50 -1.85  0.097
87 H -1.46 -2.83 0.70  0.031

---

Most stable pick: model w. Distance to second place: 8.3 kcal/mol.

---

Model w:
Below is a gas-phase ion, C8H13N2O2 (charge +1), with properties calculated with ωB97M-V/def2-TZVPD.

Calculated values
HOMO-LUMO gap	9.16	eV
SMILES	[H]/N=C/CC[N+](=C=C(C)O)C(C)=O
total charge	+1

Each line ends with the natural charge from an NBO analysis.
Atoms and positions in Å:
1 C 2.05 -0.02 -0.18  0.313
2 C -1.03 -1.60 0.48  0.709
3 C -2.25 1.18 -0.39  -0.471
4 C -1.22 0.27 -1.28  -0.207
5 C -1.64 2.28 0.44  0.135
6 C 0.76 -0.29 -0.11  0.391
7 C 2.73 -0.85 -1.25  -0.636
8 C -0.31 -1.84 1.77  -0.746
9 N -0.45 -0.49 -0.31  -0.358
10 N -0.42 2.45 0.21  -0.652
11 O 2.65 0.62 0.83  -0.605
12 O -1.97 -2.16 0.00  -0.454
13 H -3.07 1.56 -1.04  0.259
14 H -2.78 0.50 0.30  0.227
15 H -1.81 -0.41 -1.94  0.254
16 H -0.68 0.79 -1.91  0.226
17 H -2.31 2.87 1.16  0.199
18 H 3.83 -0.61 -1.39  0.253
19 H 2.18 -0.71 -2.08  0.237
20 H 2.69 -1.81 -0.95  0.242
21 H 0.60 -1.24 1.82  0.245
22 H -0.15 -2.97 1.85  0.284
23 H -0.94 -1.52 2.65  0.286
24 H 3.60 0.74 0.57  0.512
25 H -0.07 3.26 0.76  0.359

---

Model x:
Below is a gas-phase ion, C8H13N2O2 (charge +1), with properties calculated with ωB97M-V/def2-TZVPD.

Calculated values
HOMO-LUMO gap	8.82	eV
SMILES	N[C@@]1(O)OC1=C=C1CC[NH2+]CC1
total charge	+1

Each line ends with the natural charge from an NBO analysis.
Atoms and positions in Å:
1 C 1.49 -0.15 0.85  -0.044
2 C 3.96 0.01 -0.22  0.640
3 C 2.70 -0.09 0.55  0.204
4 C -0.75 -1.12 1.34  -0.452
5 C -0.36 1.30 0.49  -0.428
6 C -1.72 -1.38 0.24  -0.211
7 C -1.42 0.86 -0.60  -0.241
8 C 0.23 0.01 0.96  -0.052
9 N 4.15 1.29 -0.84  -0.844
10 N -2.41 -0.02 -0.08  -0.512
11 O 3.93 0.19 1.18  -0.457
12 O 4.45 -1.18 -0.63  -0.689
13 H -1.33 -0.68 2.22  0.213
14 H -0.22 -1.99 1.66  0.271
15 H 0.41 1.76 -0.14  0.257
16 H -0.68 1.93 1.25  0.231
17 H -1.40 -1.78 -0.80  0.247
18 H -2.52 -2.00 0.71  0.233
19 H -2.08 1.76 -0.96  0.230
20 H -0.86 0.52 -1.44  0.247
21 H 4.85 1.08 -1.63  0.381
22 H 4.57 1.96 -0.23  0.397
23 H -3.22 -0.22 -0.68  0.441
24 H -2.91 0.27 0.79  0.438
25 H 5.32 -1.41 -0.49  0.503

---

Most stable pick: model w. Distance to second place: 15.9 kcal/mol.